{"formula": "C2H6NO3S", "method": "ωB97M-V/def2-TZVPD", "symbols": ["C", "C", "N", "O", "O", "O", "S", "H", "H", "H", "H", "H", "H"], "coordinates": [[2.00, -0.10, 0.89], [-1.99, 0.22, -0.31], [-0.81, 0.52, 0.01], [3.96, 1.37, -0.19], [3.46, -0.89, -1.13], [-3.00, 1.07, -0.23], [3.48, 0.07, 0.13], [1.89, 0.46, 1.80], [-2.20, -0.79, -0.66], [-0.66, 1.47, 0.32], [3.84, -0.59, -1.97], [1.59, -1.10, 0.89], [-3.86, 0.71, -0.49]], "spin_multiplicity": 1, "charge": 1, "homo_energy_ev": [-14.07, -14.07], "de_lowest_kj_mol": 163.4}